Formula: C23H17BrClN5O9SSc
Source: the OMol25 dataset
Level of theory: ωB97M-V/def2-TZVPD

Geometry as XYZ:
```
58
Properties=species:S:1:pos:R:3:forces:R:3:lowdin_charge:R:1
O 4.356 0.713 -2.285 -0.229 0.013 -0.140 -0.33
C -1.086 2.372 5.039 0.016 -0.041 0.058 -0.11
Sc 0.850 -0.169 -0.778 -0.700 -1.098 0.560 1.06
H -5.105 1.894 0.031 0.022 -0.088 -0.029 0.08
O 2.368 -0.709 -2.067 0.608 0.380 -0.748 -0.44
H -0.103 0.536 4.473 -0.041 0.076 -0.014 0.12
C -1.618 3.560 4.561 -0.008 0.002 0.026 -0.67
H -1.112 2.158 6.101 0.001 0.015 -0.104 0.10
C 4.075 -1.313 -3.833 0.174 -0.571 -0.271 -0.15
H -2.464 1.171 -0.027 -0.023 -0.145 -0.121 0.12
C -4.193 0.114 -0.781 -0.080 0.186 0.216 -0.24
H -1.005 3.179 1.261 -0.017 -0.015 0.066 0.12
N 2.024 -1.917 0.475 0.118 0.584 -0.274 0.12
H 4.797 -0.874 -4.524 -0.053 -0.161 0.051 0.07
C -2.320 -1.044 -2.382 0.135 0.239 0.072 -0.72
C 3.287 -1.753 0.817 0.085 0.263 -0.098 -0.16
O -0.276 -1.963 -0.478 -0.063 -0.141 0.201 -0.15
C -2.839 0.424 -0.728 0.286 0.056 0.005 -0.06
C 4.027 -2.749 1.401 0.210 -0.273 0.271 0.02
O 2.628 0.798 -4.017 -0.110 0.026 -0.079 -0.29
H 3.307 -1.879 -4.375 0.246 0.147 0.125 0.07
Cl -2.327 4.694 5.692 0.064 -0.100 -0.094 0.63
C 3.369 -3.947 1.668 -0.035 -0.084 -0.031 -0.03
O 2.899 0.485 0.317 -0.363 0.732 -0.225 0.08
N -1.026 2.917 -3.419 -0.097 0.176 -0.303 0.07
S 3.299 0.022 -3.020 -0.082 -0.014 0.502 0.46
H -2.024 4.806 2.864 0.041 -0.100 0.020 0.11
C -5.178 0.808 0.131 0.088 -0.036 -0.076 -0.04
H -6.204 0.516 -0.104 0.079 0.001 -0.003 0.07
C 0.096 0.768 1.825 -0.186 0.250 -0.622 -0.55
Br -0.991 -1.765 -3.536 -0.057 0.033 -0.021 0.80
H 4.939 0.437 -0.631 0.221 1.264 -1.361 0.07
O -0.756 -3.961 0.470 -0.098 0.077 -0.088 0.07
C 1.399 -3.046 0.700 0.121 0.108 0.036 -0.16
H 3.906 -4.759 2.141 0.004 -0.032 0.025 0.11
C -0.293 2.108 -2.757 -1.218 0.976 -0.012 -0.32
H -4.989 0.562 1.180 0.016 -0.006 -0.092 0.08
H 5.068 -2.593 1.657 -0.064 -0.040 -0.040 0.12
C -0.527 1.476 4.138 -0.003 0.003 0.130 -0.01
N -1.918 -0.148 -1.504 -0.150 -0.073 0.086 0.02
N 0.382 1.370 -2.167 0.739 -0.192 0.024 0.08
C -1.603 3.869 3.211 0.003 0.019 -0.070 -0.10
C -1.039 2.962 2.322 -0.026 0.112 0.005 -0.01
C 3.732 -0.383 0.415 0.121 -0.539 -0.090 -0.45
H 1.485 -5.017 1.500 0.021 0.009 0.004 0.12
C -3.630 -1.445 -2.525 -0.185 -0.075 -0.065 -0.10
C -0.021 -3.025 0.210 -0.244 0.215 -0.372 -0.56
C -0.500 1.765 2.781 -0.087 0.119 -0.094 -0.12
C -2.135 3.527 -3.027 0.149 -0.335 0.390 -0.42
C 2.036 -4.105 1.315 0.267 -0.266 0.250 0.03
O 0.015 1.091 0.558 -0.005 -0.021 1.225 -0.15
O 0.591 -0.265 2.247 0.064 -0.116 0.113 0.06
O 4.988 -0.242 0.036 -0.115 -1.266 1.580 0.15
H -5.616 -1.138 -1.780 0.095 0.018 0.000 0.11
H 4.571 -1.946 -3.089 -0.081 0.144 -0.203 0.07
C -4.571 -0.851 -1.698 -0.204 -0.136 -0.118 -0.03
H -3.902 -2.189 -3.261 0.004 0.040 0.051 0.10
N -3.119 4.088 -2.745 0.627 -0.321 -0.236 0.05
```
Forces are in eV/Å.

Summary:
Charge = -1
E_tot = -164115.5313 eV
Relative energy (zero: lowest compared OMol25 entry of this formula, charge and spin) = 1.126 eV
Lowest unoccupied orbital energy = 2.08 eV
Multiplicity = 1

***

Formula: C4H8F2
Source: the OMol25 dataset
Level of theory: ωB97M-V/def2-TZVPD

Geometry as XYZ:
```
14
Properties=species:S:1:pos:R:3:forces:R:3:lowdin_charge:R:1
H -0.464 -0.730 1.881 -0.459 -0.627 -1.092 0.10
F 0.424 -0.780 -1.827 -0.759 -1.001 -0.249 -0.10
H 2.066 0.482 -0.371 -1.319 -0.544 0.771 0.15
F 1.699 0.397 1.656 -0.490 0.178 -0.944 -0.11
H -0.410 1.485 0.434 0.896 -1.752 -0.522 0.18
H -1.486 -1.367 0.453 0.382 -1.581 -0.805 0.06
C -0.284 0.360 -1.400 -0.815 0.366 -2.802 -0.18
H 1.355 -1.092 0.383 0.092 1.384 -0.692 0.14
H -1.911 -0.062 1.328 -0.220 0.746 -0.149 0.07
H -1.389 0.330 -1.801 2.026 -0.178 0.876 0.15
H 0.297 1.089 -2.079 -1.207 0.024 1.867 0.14
C -0.140 0.396 0.101 -1.473 2.434 -0.045 -0.37
C 1.272 0.039 0.318 3.035 -1.112 1.832 -0.18
C -1.029 -0.547 0.925 0.313 1.665 1.952 -0.06
```
Forces are in eV/Å.

Summary:
Charge = 0
E_tot = -9711.5046 eV
Relative energy (zero: lowest compared OMol25 entry of this formula, charge and spin) = 1.696 eV
Structure (SMILES) = CC(CF)CF
Lowest unoccupied orbital energy = 1.01 eV
Multiplicity = 1

***

Formula: C3H8AlCl2S
Source: the OMol25 dataset
Level of theory: ωB97M-V/def2-TZVPD

Geometry as XYZ:
```
15
Properties=species:S:1:pos:R:3:forces:R:3:lowdin_charge:R:1
C 0.977 -0.518 0.282 0.040 -0.058 0.157 -0.80
H 1.243 -1.045 1.200 0.080 0.103 -0.033 0.08
Cl 0.462 -1.900 -0.792 -0.007 -0.046 0.016 0.52
H -0.599 0.145 1.534 -0.093 0.000 -0.108 0.02
C 2.227 0.098 -0.320 -0.148 0.046 -0.146 -0.20
H -1.667 0.075 -2.219 0.075 0.052 0.022 -0.13
S -3.326 -1.097 0.282 -0.099 -0.043 -0.034 0.19
C -0.226 0.403 0.539 -0.042 -0.014 0.029 -0.79
H -2.564 1.930 -0.539 0.034 -0.011 0.057 -0.12
H 2.969 -0.676 -0.520 -0.054 0.008 0.026 0.06
H 2.643 0.832 0.368 0.019 -0.012 -0.010 0.04
Al -1.896 0.470 -0.674 -0.041 -0.066 -0.062 -0.11
H 1.985 0.606 -1.256 0.017 -0.021 0.037 0.08
Cl 0.329 2.131 0.797 0.136 0.035 0.049 0.44
H -2.558 -1.453 1.318 0.082 0.028 0.000 -0.30
```
Forces are in eV/Å.

Summary:
Charge = -1
E_tot = -45720.6019 eV
Relative energy (zero: lowest compared OMol25 entry of this formula, charge and spin) = 0.000 eV
Lowest unoccupied orbital energy = 3.30 eV
Multiplicity = 1

***

Formula: C3H9NO3
Source: the OMol25 dataset
Level of theory: ωB97M-V/def2-TZVPD

Geometry as XYZ:
```
16
Properties=species:S:1:pos:R:3:forces:R:3:lowdin_charge:R:1
H -1.617 1.081 0.383 0.084 0.899 0.875 0.08
O -0.405 -1.868 -0.185 1.766 -0.887 -0.023 -0.07
C 2.045 0.190 -0.403 2.486 0.039 -2.587 -0.03
H 2.435 1.167 -0.716 -0.635 0.296 0.509 0.07
C 0.754 0.209 0.316 0.330 -0.215 0.465 -0.41
C 0.259 -1.125 0.829 0.632 -0.466 -2.450 -0.19
N -2.556 0.889 0.027 -0.859 -0.250 -1.302 -0.02
H -3.395 1.007 0.578 0.307 0.937 0.956 0.15
O 0.105 1.225 0.468 0.036 0.304 -0.152 0.06
H -1.349 -1.657 -0.289 0.047 1.120 0.505 0.04
H -2.708 1.460 -0.822 0.228 -0.120 0.167 0.16
H 1.176 -1.630 1.156 -0.551 -0.479 0.127 0.13
H 1.748 -0.212 -1.440 0.581 -0.154 1.437 0.13
H 3.048 -0.303 -0.050 -2.549 0.122 -0.186 0.13
O -2.581 -0.439 -0.255 -0.382 -1.411 -0.678 -0.31
H -0.399 -0.895 1.580 -1.522 0.266 2.335 0.09
```
Forces are in eV/Å.

Summary:
Charge = 0
E_tot = -10886.0887 eV
Relative energy (zero: lowest compared OMol25 entry of this formula, charge and spin) = 4.493 eV
Structure (SMILES) = [NH3+][O-].CC(=O)CO
Lowest unoccupied orbital energy = 0.70 eV
Multiplicity = 1